This record from the OMol25 dataset describes a single C6H7B molecule at a distorted geometry. The level of theory is ωB97M-V/def2-TZVPD.

Results
- Total energy: -257.37087 Eh
- Frontier orbital gap (spin up / spin down): 7.65 / 7.65 eV
- Relative energy (zero: lowest compared OMol25 entry of this formula, charge and spin): 115.40 kcal/mol

Cartesian coordinates (Å):
B -0.017 -0.495 -0.119
C -3.593 0.586 0.138
C -2.352 0.486 0.365
C -1.013 0.623 0.391
C 1.184 0.148 -0.267
C -0.688 -1.899 -0.285
C 2.161 1.243 -0.044
H -0.655 1.585 0.971
H -1.727 -1.949 -0.017
H -0.098 -2.563 0.267
H -0.478 -2.219 -1.216
H 2.820 0.900 0.683
H 1.651 2.113 0.129
H 2.805 1.442 -0.996